(1)
Formula: C3H7N3
Source: OMol25
Level of theory: ωB97M-V/def2-TZVPD

Spin multiplicity   1
Orbital gap   9.72 eV
Energy relative to the best compared isomer or geometry (same formula, charge and spin)   3.218 eV
HOMO level   -8.83 eV
Electronic energy   -282.65598 hartree
Strongest force on any atom   1.971 eV/Å
E_LUMO   0.890 eV
Molecular weight   85.110 g/mol

XYZ file:
```
13
C3H7N3 ωB97M-V/def2-TZVPD
N -1.888 0.225 0.507
C -0.803 0.893 -0.224
C 0.528 0.673 0.462
N 1.299 -1.533 -0.153
C 1.485 -0.155 -0.132
N 2.172 0.808 -0.526
H -2.786 0.534 0.138
H -1.855 -0.783 0.378
H -1.001 1.964 -0.186
H -0.728 0.594 -1.282
H 0.520 0.764 1.549
H 1.206 -1.954 -1.055
H 1.851 -2.030 0.525
```

These are the Mulliken partial charges, in e, on atoms 1 to 5: -0.628, -0.351, -0.339, -0.444, 0.428



(2)
Formula: C3H7N3
Source: OMol25
Level of theory: ωB97M-V/def2-TZVPD

Spin multiplicity   1
Orbital gap   10.67 eV
Energy relative to the best compared isomer or geometry (same formula, charge and spin)   2.277 eV
HOMO level   -9.99 eV
Electronic energy   -282.69057 hartree
Strongest force on any atom   5.424 eV/Å
E_LUMO   0.681 eV
Molecular weight   85.110 g/mol

XYZ file:
```
13
C3H7N3 ωB97M-V/def2-TZVPD
C -1.895 -0.223 -0.044
C 0.793 -1.271 0.022
C 0.094 0.196 0.097
N -3.022 0.095 -0.161
N 0.475 0.924 1.170
N 0.396 0.778 -1.091
H 0.583 -1.717 -0.926
H 1.747 -1.175 0.391
H 0.114 -1.966 0.533
H 0.568 1.952 0.910
H 0.148 0.741 2.073
H 0.198 0.094 -1.774
H -0.198 1.572 -1.200
```

These are the Mulliken partial charges, in e, on atoms 1 to 5: 0.082, -1.450, 0.636, -0.494, -0.425



(3)
Formula: C3H7N3
Source: OMol25
Level of theory: ωB97M-V/def2-TZVPD

Spin multiplicity   1
Orbital gap   9.46 eV
Energy relative to the best compared isomer or geometry (same formula, charge and spin)   3.617 eV
HOMO level   -8.43 eV
SMILES   C1=NCCNN1
Electronic energy   -282.64134 hartree
Strongest force on any atom   5.850 eV/Å
E_LUMO   1.030 eV
Molecular weight   85.110 g/mol

XYZ file:
```
13
C3H7N3 ωB97M-V/def2-TZVPD
C -0.635 0.278 1.516
N -1.373 0.219 0.401
C -1.022 0.229 -0.971
C 0.388 -0.448 -0.966
N 1.226 0.405 0.033
N 0.729 -0.034 1.334
H -1.226 0.012 2.604
H -0.893 1.125 -1.484
H -1.702 -0.513 -1.492
H 0.747 -0.443 -2.083
H 0.332 -1.398 -0.596
H 2.175 0.019 -0.150
H 1.253 0.549 1.853
```

These are the Mulliken partial charges, in e, on atoms 1 to 5: 0.070, -0.544, -0.366, -0.629, -0.443



(4)
Formula: C3H7N3
Source: OMol25
Level of theory: ωB97M-V/def2-TZVPD

Spin multiplicity   1
Orbital gap   10.75 eV
Energy relative to the best compared isomer or geometry (same formula, charge and spin)   0.481 eV
HOMO level   -9.99 eV
SMILES   N#C[C@H](N)CN
Electronic energy   -282.75658 hartree
Strongest force on any atom   1.207 eV/Å
E_LUMO   0.758 eV
Molecular weight   85.110 g/mol

XYZ file:
```
13
C3H7N3 ωB97M-V/def2-TZVPD
N -1.103 -1.019 -2.780
C -0.888 -0.550 -1.744
C -0.579 0.125 -0.453
N 0.046 1.400 -0.747
C 0.309 -0.788 0.406
N 0.411 -0.267 1.763
H -1.523 0.251 0.092
H 0.942 1.557 -0.314
H -0.563 2.203 -0.694
H -0.160 -1.776 0.455
H 1.274 -0.917 -0.115
H 0.938 -0.915 2.342
H 0.920 0.611 1.774
```

These are the Mulliken partial charges, in e, on atoms 1 to 5: -0.438, 0.111, 0.404, -0.574, -0.847



(5)
Formula: C3H7N3
Source: OMol25
Level of theory: ωB97M-V/def2-TZVPD

Spin multiplicity   1
Orbital gap (alpha / beta)   8.75 / 8.75 eV
Energy relative to the best compared isomer or geometry (same formula, charge and spin)   7.433 eV
HOMO level (alpha / beta)   -8.12 / -8.12 eV
Electronic energy   -282.50108 hartree
Strongest force on any atom   8.153 eV/Å
E_LUMO (alpha / beta)   0.632 / 0.633 eV
Molecular weight   85.110 g/mol

XYZ file:
```
13
C3H7N3 ωB97M-V/def2-TZVPD
N 0.784 0.623 -0.260
N 1.528 0.063 -1.273
C -0.218 1.417 -0.462
C -0.585 -0.830 0.269
C -0.454 -1.449 1.435
N -1.186 2.076 -0.064
H 2.218 -0.543 -0.848
H 0.947 -0.468 -1.915
H -1.868 1.516 0.447
H 0.926 2.232 -0.750
H -1.288 -1.207 -0.477
H 0.250 -1.110 2.192
H -1.053 -2.321 1.706
```

These are the Mulliken partial charges, in e, on atoms 1 to 5: 0.040, -0.481, 0.038, -0.493, -0.503



(6)
Formula: C3H7N3
Source: OMol25
Level of theory: ωB97M-V/def2-TZVPD

Spin multiplicity   1
Orbital gap   9.65 eV
Energy relative to the best compared isomer or geometry (same formula, charge and spin)   1.703 eV
HOMO level   -8.58 eV
SMILES   [H]/N=C/N/N=C/C
Electronic energy   -282.71166 hartree
Strongest force on any atom   3.418 eV/Å
E_LUMO   1.067 eV
Molecular weight   85.110 g/mol

XYZ file:
```
13
C3H7N3 ωB97M-V/def2-TZVPD
H -3.694 -0.430 0.267
N -2.962 0.215 0.135
C -1.849 -0.379 -0.003
N -0.678 0.320 -0.185
N 0.507 -0.416 -0.165
C 1.558 0.353 0.052
C 3.016 -0.137 0.084
H -1.569 -1.418 0.048
H -0.654 1.361 -0.044
H 1.326 1.494 0.022
H 3.165 -1.073 -0.537
H 3.343 -0.489 1.141
H 3.661 0.701 -0.176
```

These are the Mulliken partial charges, in e, on atoms 1 to 5: 0.240, -0.653, 0.046, -0.012, -0.459



(7)
Formula: C3H7N3
Source: OMol25
Level of theory: ωB97M-V/def2-TZVPD

Spin multiplicity   1
Orbital gap   9.89 eV
Energy relative to the best compared isomer or geometry (same formula, charge and spin)   2.994 eV
HOMO level   -8.93 eV
SMILES   [H]/N=C(\C)N.C#N
Electronic energy   -282.66424 hartree
Strongest force on any atom   14.465 eV/Å
E_LUMO   0.955 eV
Molecular weight   85.110 g/mol

XYZ file:
```
13
C3H7N3 ωB97M-V/def2-TZVPD
H -1.371 0.462 0.902
N -0.616 0.749 0.356
C -0.122 -0.183 -0.335
C -0.877 -1.582 -0.343
N 0.750 0.179 -1.390
H -1.719 -1.493 0.290
H -1.190 -1.891 -1.323
H -0.189 -2.379 0.087
H 1.264 1.031 -1.308
H 0.879 -0.294 -2.240
C 1.080 1.883 1.655
N 1.573 0.754 2.151
H 0.539 2.763 1.499
```

These are the Mulliken partial charges, in e, on atoms 1 to 5: 0.160, -0.615, 0.663, -1.057, -0.359



(8)
Formula: C3H7N3
Source: OMol25
Level of theory: ωB97M-V/def2-TZVPD

Spin multiplicity   1
Orbital gap   10.13 eV
Energy relative to the best compared isomer or geometry (same formula, charge and spin)   1.953 eV
HOMO level   -9.37 eV
SMILES   NC[C@@H]1N=C1N
Electronic energy   -282.70247 hartree
Strongest force on any atom   0.697 eV/Å
E_LUMO   0.753 eV
Molecular weight   85.110 g/mol

XYZ file:
```
13
C3H7N3 ωB97M-V/def2-TZVPD
N 0.990 1.108 -1.224
C 0.497 -0.269 -1.163
C 0.578 -0.708 0.281
N -0.298 -1.872 0.817
C -0.608 -0.693 1.103
N -1.616 0.014 1.764
H 1.047 1.442 -2.181
H 0.346 1.723 -0.734
H 1.138 -0.893 -1.794
H -0.540 -0.400 -1.516
H 1.581 -0.608 0.707
H -1.817 0.867 1.255
H -1.297 0.292 2.685
```

These are the Mulliken partial charges, in e, on atoms 1 to 5: -0.590, -0.442, -0.189, -0.486, 0.384



(9)
Formula: C3H7N3
Source: OMol25
Level of theory: ωB97M-V/def2-TZVPD

Spin multiplicity   1
Charge   +2
Orbital gap (alpha / beta)   9.80 / 8.87 eV
Energy relative to the best compared isomer or geometry (same formula, charge and spin)   4.946 eV
HOMO level (alpha / beta)   -18.95 / -18.56 eV
Electronic energy   -281.90562 hartree
Strongest force on any atom   5.058 eV/Å
E_LUMO (alpha / beta)   -9.144 / -9.693 eV
Molecular weight   85.110 g/mol

XYZ file:
```
13
C3H7N3 ωB97M-V/def2-TZVPD
C -0.194 0.486 -1.245
C 1.739 -0.421 2.109
C -1.555 0.297 -1.916
N 0.382 0.104 -0.280
N -2.623 0.714 -1.477
N 2.508 -1.074 2.842
H 0.357 1.247 -1.821
H 1.546 -0.137 1.004
H -1.431 -0.256 -2.915
H -2.875 1.367 -0.667
H -3.454 0.474 -1.910
H 3.236 -1.767 2.384
H 2.363 -1.036 3.892
```

These are the Mulliken partial charges, in e, on atoms 1 to 5: -0.187, 0.168, 0.126, -0.260, -0.155



(10)
Formula: C3H7N3O
Source: OMol25
Level of theory: ωB97M-V/def2-TZVPD

Spin multiplicity   1
Orbital gap   9.72 eV
Energy relative to the best compared isomer or geometry (same formula, charge and spin)   0.875 eV
HOMO level   -9.16 eV
SMILES   C/N=C(/N)C(N)=O
Electronic energy   -358.01771 hartree
Strongest force on any atom   0.649 eV/Å
E_LUMO   0.563 eV
Molecular weight   101.109 g/mol

XYZ file:
```
14
C3H7N3O ωB97M-V/def2-TZVPD
C 1.312 1.201 -0.472
N 1.250 -0.198 -0.123
C 0.158 -0.822 0.079
N 0.192 -2.176 0.369
C -1.260 -0.265 0.154
N -1.456 1.112 0.019
O -2.163 -0.995 0.511
H 2.307 1.605 -0.268
H 0.627 1.847 0.096
H 1.086 1.315 -1.543
H -0.579 -2.532 0.921
H 1.098 -2.473 0.706
H -1.325 1.515 -0.903
H -2.339 1.389 0.435
```

These are the Mulliken partial charges, in e, on atoms 1 to 5: -0.879, -0.563, 0.388, -0.492, 0.628



(11)
Formula: C3H7N3O
Source: OMol25
Level of theory: ωB97M-V/def2-TZVPD

Spin multiplicity   1
Orbital gap (alpha / beta)   7.24 / 7.25 eV
Energy relative to the best compared isomer or geometry (same formula, charge and spin)   3.252 eV
HOMO level (alpha / beta)   -6.91 / -6.91 eV
SMILES   C=N/C(N)=C(\[NH3+])[O-]
Electronic energy   -357.93038 hartree
Strongest force on any atom   0.552 eV/Å
E_LUMO (alpha / beta)   0.334 / 0.334 eV
Molecular weight   101.109 g/mol

XYZ file:
```
14
C3H7N3O ωB97M-V/def2-TZVPD
C 0.109 -0.965 -1.591
N -0.277 0.287 -1.304
C 0.039 0.897 -0.176
N -0.085 2.296 -0.068
C 0.229 0.238 1.071
N 0.027 -1.259 0.988
O 0.207 0.728 2.192
H -0.288 -1.383 -2.514
H 1.131 -1.285 -1.354
H -0.490 2.565 0.824
H -0.608 2.671 -0.850
H -0.288 -1.491 -0.076
H 0.900 -1.772 1.109
H -0.604 -1.528 1.749
```

These are the Mulliken partial charges, in e, on atoms 1 to 5: -0.881, -0.498, 0.275, -0.527, 0.394



(12)
Formula: C3H7N3O
Source: OMol25
Level of theory: ωB97M-V/def2-TZVPD

Spin multiplicity   1
Orbital gap   10.35 eV
Energy relative to the best compared isomer or geometry (same formula, charge and spin)   0.122 eV
HOMO level   -9.58 eV
SMILES   [H]/N=C/NC(=O)NC
Electronic energy   -358.04538 hartree
Strongest force on any atom   0.407 eV/Å
E_LUMO   0.772 eV
Molecular weight   101.109 g/mol

XYZ file:
```
14
C3H7N3O ωB97M-V/def2-TZVPD
H 2.388 -1.625 2.990
N 1.454 -1.316 2.735
C 1.450 -0.896 1.536
N 0.281 -0.416 0.985
C 0.192 0.041 -0.326
O 1.115 -0.030 -1.119
N -1.034 0.557 -0.612
C -1.408 1.001 -1.931
H 2.287 -0.850 0.836
H -0.534 -0.455 1.580
H -1.700 0.697 0.129
H -0.644 0.693 -2.644
H -1.497 2.093 -1.974
H -2.347 0.506 -2.185
```

These are the Mulliken partial charges, in e, on atoms 1 to 5: 0.261, -0.657, 0.031, -0.262, 0.641



(13)
Formula: C3H7N3O
Source: OMol25
Level of theory: ωB97M-V/def2-TZVPD

Spin multiplicity   1
Orbital gap   8.57 eV
Energy relative to the best compared isomer or geometry (same formula, charge and spin)   4.995 eV
HOMO level   -7.88 eV
SMILES   C=NN(O)C(=C)N
Electronic energy   -357.86632 hartree
Strongest force on any atom   4.241 eV/Å
E_LUMO   0.689 eV
Molecular weight   101.109 g/mol

XYZ file:
```
14
C3H7N3O ωB97M-V/def2-TZVPD
C -2.336 0.556 0.459
N -1.268 0.864 -0.178
N -0.346 -0.315 -0.328
O -0.456 -0.893 -1.591
C 0.923 -0.016 0.096
C 1.368 0.948 0.904
N 1.904 -1.115 -0.233
H -2.524 -0.439 0.896
H -3.120 1.315 0.607
H -1.414 -1.018 -1.663
H 0.682 1.659 1.348
H 2.394 0.952 1.249
H 2.722 -0.722 -0.690
H 1.472 -1.777 -0.876
```

These are the Mulliken partial charges, in e, on atoms 1 to 5: -0.218, -0.532, 0.294, -0.468, 0.339



(14)
Formula: C3H7N3O
Source: OMol25
Level of theory: ωB97M-V/def2-TZVPD

Spin multiplicity   1
Orbital gap   7.68 eV
Energy relative to the best compared isomer or geometry (same formula, charge and spin)   3.409 eV
HOMO level   -7.25 eV
Electronic energy   -357.92458 hartree
Strongest force on any atom   0.553 eV/Å
E_LUMO   0.429 eV
Molecular weight   101.109 g/mol

XYZ file:
```
14
C3H7N3O ωB97M-V/def2-TZVPD
C -1.522 1.820 0.112
N -1.531 0.378 0.639
C -0.688 -0.704 0.043
O -1.172 -1.779 -0.212
N 0.590 -0.305 -0.151
C 1.565 -1.147 -0.689
N 2.746 -0.721 -0.838
H -1.568 1.699 -0.979
H -0.520 2.201 0.372
H -2.482 0.012 0.571
H -1.326 0.433 1.639
H 0.806 0.681 -0.036
H 1.174 -2.137 -0.933
H 3.333 -1.449 -1.239
```

These are the Mulliken partial charges, in e, on atoms 1 to 5: -0.834, -0.179, 0.479, -0.553, -0.184



(15)
Formula: C3H7N3O
Source: OMol25
Level of theory: ωB97M-V/def2-TZVPD

Spin multiplicity   1
Orbital gap (alpha / beta)   9.20 / 8.55 eV
Energy relative to the best compared isomer or geometry (same formula, charge and spin)   4.617 eV
HOMO level (alpha / beta)   -9.47 / -9.36 eV
Electronic energy   -357.88019 hartree
Strongest force on any atom   2.934 eV/Å
E_LUMO (alpha / beta)   -0.276 / -0.810 eV
Molecular weight   101.109 g/mol

XYZ file:
```
14
C3H7N3O ωB97M-V/def2-TZVPD
C 1.044 -0.438 -1.131
C 0.530 0.215 0.163
O 1.006 -0.585 1.225
N 0.887 1.570 0.317
H 1.095 -0.007 1.996
H 0.195 2.287 0.496
H 0.683 0.106 -1.999
H 0.722 -1.478 -1.179
H 2.132 -0.391 -1.094
N -1.804 -0.789 0.362
C -1.047 0.277 0.010
N -1.259 1.387 -0.519
H -2.807 -0.698 0.366
H -1.377 -1.456 0.986
```

These are the Mulliken partial charges, in e, on atoms 1 to 5: -1.433, 1.212, -0.543, -0.768, 0.371



(16)
Formula: C3H7N3O
Source: OMol25
Level of theory: ωB97M-V/def2-TZVPD

Spin multiplicity   1
Orbital gap   9.45 eV
Energy relative to the best compared isomer or geometry (same formula, charge and spin)   5.412 eV
HOMO level   -8.68 eV
Electronic energy   -357.85099 hartree
Strongest force on any atom   3.740 eV/Å
E_LUMO   0.769 eV
Molecular weight   101.109 g/mol

XYZ file:
```
14
C3H7N3O ωB97M-V/def2-TZVPD
C 0.747 0.952 0.334
C 1.779 -1.166 -0.058
C -2.303 1.265 0.448
N 0.178 1.277 -0.787
N -2.393 -1.149 0.015
N -2.219 0.089 0.169
O 1.327 -0.145 0.798
H 2.010 -1.901 0.804
H 2.688 -0.873 -0.574
H 0.997 -1.430 -0.736
H 0.712 1.836 1.100
H -2.253 2.231 -0.032
H 0.207 0.576 -1.548
H -1.477 -1.561 0.066
```

These are the Mulliken partial charges, in e, on atoms 1 to 5: 0.148, -0.684, -0.154, -0.578, -0.860



(17)
Formula: C3H7N3O
Source: OMol25
Level of theory: ωB97M-V/def2-TZVPD

Spin multiplicity   1
Orbital gap   9.54 eV
Energy relative to the best compared isomer or geometry (same formula, charge and spin)   3.405 eV
HOMO level   -8.68 eV
SMILES   CN/C=N\C=N\O
Electronic energy   -357.92474 hartree
Strongest force on any atom   3.499 eV/Å
E_LUMO   0.860 eV
Molecular weight   101.109 g/mol

XYZ file:
```
14
C3H7N3O ωB97M-V/def2-TZVPD
C 2.305 -0.709 0.079
N 0.873 -0.283 -0.209
C 0.542 1.041 -0.047
N -0.565 1.697 0.057
C -1.742 0.922 0.045
N -1.855 -0.388 0.098
O -3.211 -0.669 -0.023
H 2.826 0.328 -0.137
H 2.582 -0.949 1.157
H 2.533 -1.469 -0.661
H 0.157 -0.945 0.078
H 1.394 1.695 -0.098
H -2.680 1.404 -0.242
H -3.161 -1.676 -0.098
```

These are the Mulliken partial charges, in e, on atoms 1 to 5: -0.688, -0.228, 0.133, -0.538, -0.090